Record 1
# C35H70Br6O13

11 unconnected molecules or ions with the total composition C35H70Br6O13 in a non-equilibrium geometry (ωB97M-V/def2-TZVPD, the Open Molecules 2025 dataset).

F_max	0.031	hartree/bohr
SMILES	CCOC(C)=O.CCOC(C)=O.CCOC(C)=O.CCOC(C)=O.CCOC(C)=O.CC(C)=O.CC(C)=O.CC(C)=O.BrCCBr.BrCCBr.BrCCBr
total energy	-17797.8717	Ha

Geometry as ORCA input:
```
! RIJCOSX wB97M-V def2-TZVPD def2/J DEFGRID3
* xyz 0 1
C -27.418 2.580 -1.690
C -28.835 2.705 -1.197
O -28.828 3.014 0.176
C -28.848 2.001 1.016
C -28.603 2.358 2.452
O -29.037 0.867 0.682
H -27.269 2.262 -2.724
H -26.878 1.805 -1.133
H -26.886 3.523 -1.554
H -29.298 3.539 -1.726
H -29.459 1.835 -1.386
H -27.583 2.049 2.682
H -29.258 1.730 3.047
H -28.735 3.410 2.661
C -28.363 6.545 1.366
C -27.109 6.158 2.092
O -26.000 6.936 1.618
C -24.883 6.942 2.324
C -23.840 7.840 1.723
O -24.654 6.253 3.274
H -29.217 6.043 1.818
H -28.421 6.287 0.307
H -28.572 7.620 1.353
H -27.227 6.379 3.158
H -26.897 5.089 2.022
H -23.196 7.352 0.994
H -23.197 8.186 2.535
H -24.253 8.729 1.248
C -29.457 0.457 5.691
C -29.927 -0.322 6.895
O -30.385 -1.619 6.500
C -29.520 -2.625 6.378
C -30.151 -3.876 5.831
O -28.359 -2.574 6.682
H -30.211 0.750 4.959
H -28.703 -0.128 5.160
H -28.968 1.391 5.983
H -29.119 -0.338 7.627
H -30.801 0.123 7.368
H -30.134 -4.658 6.590
H -29.568 -4.271 4.999
H -31.158 -3.714 5.452
C -27.717 4.424 12.187
C -27.019 5.735 11.985
O -27.755 6.810 12.616
C -28.621 7.536 11.911
C -29.087 8.771 12.672
O -29.083 7.242 10.853
H -27.182 3.610 11.686
H -28.666 4.403 11.642
H -27.917 4.175 13.225
H -26.037 5.779 12.448
H -26.892 5.948 10.923
H -29.519 9.433 11.925
H -28.215 9.248 13.111
H -29.854 8.482 13.382
C -31.412 7.808 3.593
C -31.367 6.315 3.838
O -31.699 5.600 2.644
C -32.990 5.324 2.403
C -33.129 4.585 1.102
O -33.896 5.647 3.115
H -31.228 8.377 4.506
H -32.447 8.071 3.340
H -30.783 8.159 2.780
H -30.383 6.033 4.212
H -32.068 6.070 4.638
H -32.259 3.952 0.920
H -33.143 5.277 0.257
H -34.028 3.979 1.067
C -29.249 11.376 3.788
C -28.405 10.239 3.287
C -27.523 10.489 2.085
O -28.450 9.161 3.826
H -29.858 11.887 3.044
H -28.558 12.131 4.193
H -29.856 11.075 4.639
H -27.515 11.534 1.790
H -27.947 9.890 1.277
H -26.536 10.110 2.330
C -21.005 6.905 8.594
C -21.758 7.182 7.303
C -22.832 6.211 6.915
O -21.543 8.209 6.718
H -19.929 6.908 8.439
H -21.294 5.954 9.048
H -21.269 7.677 9.317
H -23.503 6.678 6.195
H -23.419 5.945 7.798
H -22.417 5.286 6.514
C -31.578 3.527 7.141
C -31.209 4.824 7.829
C -30.838 4.685 9.291
O -31.391 5.907 7.310
H -32.637 3.386 7.387
H -31.032 2.672 7.529
H -31.467 3.648 6.066
H -29.826 5.061 9.441
H -31.003 3.675 9.663
H -31.519 5.297 9.889
Br -32.127 10.759 7.867
C -31.561 8.909 7.862
C -30.114 8.698 8.239
Br -28.941 9.665 7.002
H -31.685 8.532 6.850
H -32.218 8.331 8.505
H -29.819 7.659 8.158
H -29.862 9.026 9.242
Br -28.363 4.252 5.457
C -28.148 6.173 5.949
C -26.746 6.266 6.515
Br -26.654 5.337 8.230
H -28.891 6.342 6.717
H -28.262 6.815 5.079
H -26.532 7.299 6.799
H -25.959 5.967 5.830
Br -25.068 3.487 4.720
C -23.751 2.371 3.830
C -23.463 2.889 2.439
Br -24.941 2.604 1.185
H -24.150 1.364 3.777
H -22.802 2.399 4.362
H -22.594 2.430 1.976
H -23.287 3.963 2.458
*
```


Record 2
# C35H70F21N5O15P

A molecular structure, C35H70F21N5O15P in a non-equilibrium geometry (ωB97M-V/def2-TZVPD, the Open Molecules 2025 dataset).

relative energy (zero: lowest compared OMol25 entry of this formula, charge and spin)	124.7	kcal/mol
F_max	0.183	hartree/bohr

Geometry as ORCA input:
```
! RIJCOSX wB97M-V def2-TZVPD def2/J DEFGRID3
* xyz -1 1
C -4.140 -5.487 2.880
C -4.727 -4.102 2.698
O -5.060 -3.404 3.585
N -4.731 -3.643 1.275
H -4.507 -4.409 0.650
H -5.724 -3.341 1.141
C -3.803 -2.469 1.089
H -4.323 -5.836 3.889
H -3.080 -5.294 2.686
H -4.456 -6.191 2.109
H -2.805 -2.904 1.134
H -3.970 -1.793 1.919
H -3.993 -2.031 0.115
C 4.360 -4.312 6.525
C 3.029 -4.284 5.839
O 2.011 -4.370 6.448
N 3.044 -3.880 4.411
H 2.229 -3.327 4.096
H 3.893 -3.278 4.344
C 3.131 -5.002 3.404
H 5.048 -4.948 5.961
H 4.259 -4.742 7.515
H 4.757 -3.296 6.454
H 2.886 -4.558 2.445
H 2.389 -5.732 3.714
H 4.120 -5.452 3.387
C -3.138 3.411 -0.268
C -4.514 3.794 -0.722
O -5.537 3.224 -0.539
N -4.592 5.059 -1.550
H -3.928 5.001 -2.342
H -5.558 4.948 -1.862
C -4.508 6.304 -0.664
H -2.736 4.214 0.351
H -2.520 3.354 -1.168
H -3.175 2.482 0.287
H -3.490 6.353 -0.286
H -5.285 6.260 0.088
H -4.556 7.076 -1.429
C 0.836 2.091 -5.299
C -0.509 2.737 -5.271
O -1.005 3.382 -6.133
N -1.145 2.753 -3.919
H -0.614 2.095 -3.304
H -1.054 3.654 -3.411
C -2.617 2.395 -3.921
H 0.815 1.003 -5.343
H 1.461 2.362 -4.443
H 1.407 2.480 -6.141
H -2.988 2.882 -4.820
H -3.038 2.973 -3.102
H -2.718 1.321 -3.828
C 0.693 -3.371 -0.926
C 1.372 -2.936 -2.171
O 2.493 -3.265 -2.403
N 0.719 -1.972 -3.108
H 0.364 -1.172 -2.566
H 1.457 -1.658 -3.736
C -0.521 -2.501 -3.828
H 0.214 -2.542 -0.399
H 1.412 -3.795 -0.232
H -0.074 -4.137 -1.064
H -0.795 -1.629 -4.412
H -1.271 -2.831 -3.116
H -0.186 -3.375 -4.382
C -0.949 5.075 -3.309
O -0.276 4.429 -4.394
O -2.250 4.769 -3.446
C -0.294 4.819 -1.934
F 0.877 5.440 -1.840
F -1.073 5.279 -0.923
F -0.033 3.525 -1.638
C 0.963 5.001 -4.773
C 1.643 3.990 -5.694
H 1.006 3.790 -6.555
H 2.568 4.496 -5.975
H 1.799 3.105 -5.076
H 1.710 5.226 -4.009
H 0.890 5.900 -5.397
H -0.782 6.158 -3.431
C 6.361 -2.412 3.245
O 7.372 -1.481 3.628
O 5.452 -2.415 4.243
C 5.920 -2.062 1.812
F 6.854 -2.500 0.919
F 4.774 -2.695 1.485
F 5.841 -0.752 1.601
C 8.692 -1.637 3.182
C 9.525 -0.510 3.767
H 10.324 -0.302 3.047
H 8.988 0.439 3.691
H 9.914 -0.626 4.775
H 8.783 -1.573 2.093
H 9.189 -2.580 3.454
H 6.854 -3.401 3.205
C 4.043 2.375 1.027
O 3.674 2.736 -0.338
O 5.320 2.628 1.224
C 2.981 3.055 1.920
F 3.194 4.383 1.985
F 1.702 2.805 1.529
F 2.983 2.645 3.228
C 2.738 1.975 -1.083
C 2.838 2.461 -2.516
H 2.393 3.463 -2.548
H 3.855 2.689 -2.833
H 2.238 1.867 -3.209
H 1.762 2.150 -0.626
H 2.974 0.905 -1.025
H 3.851 1.285 1.104
C -7.450 -1.498 0.649
O -6.551 -1.453 -0.475
O -7.612 -2.787 0.992
C -7.029 -0.513 1.784
F -8.058 -0.424 2.676
F -5.991 -0.964 2.508
F -6.857 0.767 1.370
C -6.351 -0.238 -1.199
C -5.343 -0.398 -2.337
H -5.146 0.548 -2.844
H -4.422 -0.835 -1.955
H -5.700 -1.037 -3.151
H -5.859 0.477 -0.540
H -7.328 0.120 -1.529
H -8.405 -1.124 0.240
C -0.206 0.651 -0.857
O 0.754 -0.272 -0.406
O -0.045 0.815 -2.185
C -1.602 0.086 -0.461
F -2.672 0.722 -1.012
F -1.743 -1.215 -0.804
F -1.856 0.183 0.863
C 0.934 -0.336 1.017
C 2.179 -1.124 1.324
H 3.038 -0.782 0.744
H 2.428 -1.060 2.380
H 2.072 -2.175 1.036
H 0.101 -0.881 1.464
H 1.178 0.574 1.572
H -0.187 1.628 -0.352
P -0.630 -3.086 3.926
F -0.600 -2.821 5.534
F -2.024 -3.881 4.203
F -1.531 -1.790 3.598
F -0.705 -3.378 2.327
F 0.785 -2.321 3.738
F 0.235 -4.431 4.239
*
```


Record 3
# C35H71FN3O15S5

11 unconnected molecules or ions with the total composition C35H71FN3O15S5 in a non-equilibrium geometry (ωB97M-V/def2-TZVPD, the Open Molecules 2025 dataset).

relative energy (zero: lowest compared OMol25 entry of this formula, charge and spin)	82.3	kcal/mol
F_max	0.268	hartree/bohr

Geometry as ORCA input:
```
! RIJCOSX wB97M-V def2-TZVPD def2/J DEFGRID3
* xyz 1 1
C -3.919 3.133 -0.537
C -4.245 2.779 0.929
O -5.151 3.388 1.521
N -3.482 1.694 1.686
H -3.676 0.903 1.045
H -2.313 1.951 1.538
C -3.974 1.349 3.053
H -4.524 3.955 -1.090
H -4.248 2.490 -1.185
H -2.899 3.361 -0.736
H -4.886 0.836 2.679
H -4.279 2.149 3.687
H -3.085 0.730 3.492
C 1.528 4.488 2.484
C 0.438 5.167 1.635
O 0.052 6.233 2.031
N 0.128 4.541 0.336
H 1.019 4.119 -0.074
H -0.252 3.661 0.730
C -0.751 5.490 -0.586
H 2.502 4.562 2.263
H 1.209 3.343 2.353
H 1.374 4.791 3.651
H -0.259 6.448 -0.921
H -1.574 5.795 -0.131
H -0.896 4.790 -1.347
C 0.063 -1.042 0.908
C 0.001 -0.380 -0.523
O 0.880 -0.666 -1.225
N -1.147 0.516 -0.825
H -2.072 0.287 -0.265
H -1.022 1.489 -0.332
C -1.273 0.852 -2.346
H -0.684 -1.623 0.960
H -0.028 -0.255 1.583
H 1.209 -1.418 0.978
H -0.299 1.146 -2.848
H -1.937 1.488 -2.583
H -1.696 -0.011 -2.827
O -1.054 2.503 1.063
H -0.755 1.980 1.807
O -3.274 -0.252 0.163
H -3.537 -1.187 0.458
F -3.478 -2.020 -5.746
C -2.145 -1.681 -5.872
C -1.740 -0.789 -6.856
C -0.430 -0.374 -7.019
C 0.547 -0.908 -6.163
C 0.269 -1.629 -4.991
C -1.187 -1.992 -4.932
H -2.565 -0.660 -7.667
H -0.155 0.294 -7.917
H 1.533 -0.750 -6.447
H 0.874 -1.896 -4.343
H -1.252 -2.821 -4.041
C 4.968 -0.349 -3.140
C 4.239 -0.488 -1.780
C 4.350 -1.821 -1.274
S 4.265 -2.800 -2.736
O 2.903 -3.452 -2.821
O 5.269 -3.713 -2.654
C 4.548 -1.602 -4.019
H 5.932 -0.365 -2.871
H 4.565 0.653 -3.490
H 3.159 -0.187 -1.946
H 4.445 0.190 -1.036
H 3.598 -2.218 -0.474
H 5.445 -1.972 -0.987
H 3.639 -1.341 -4.385
H 5.281 -2.061 -4.743
C -2.664 -3.561 1.890
C -3.378 -4.684 2.573
C -3.814 -4.309 3.923
S -3.801 -2.616 4.080
O -3.456 -2.315 5.451
O -4.951 -2.109 3.466
C -2.464 -2.355 2.988
H -3.081 -3.363 1.108
H -1.706 -3.954 1.669
H -2.858 -5.599 2.338
H -4.450 -4.774 2.377
H -3.040 -4.830 4.585
H -4.805 -4.420 4.241
H -1.404 -2.396 3.608
H -2.575 -1.299 2.375
C -2.646 2.800 -6.769
C -1.127 3.126 -6.732
C -0.847 3.223 -5.350
S -2.172 4.273 -4.652
O -2.043 5.710 -5.078
O -2.500 3.864 -3.318
C -3.332 3.612 -5.674
H -2.779 1.657 -6.854
H -2.951 3.228 -7.668
H -0.832 3.974 -7.117
H -0.458 2.616 -7.476
H 0.223 3.632 -5.094
H -0.863 2.292 -4.976
H -3.891 4.439 -5.928
H -3.841 2.869 -5.086
C 0.092 -3.985 6.760
C 0.744 -5.261 6.284
C 0.941 -5.208 4.827
S 1.612 -3.620 4.533
O 1.060 -3.031 3.388
O 3.049 -3.607 4.814
C 0.699 -2.835 5.922
H 0.310 -3.637 7.763
H -0.939 -3.976 6.535
H 0.138 -6.025 6.574
H 1.643 -5.412 6.844
H -0.073 -5.076 4.184
H 1.733 -5.876 4.728
H 0.007 -2.087 5.545
H 1.348 -2.202 6.376
C 5.635 0.883 2.084
C 5.680 -0.563 2.772
C 4.430 -0.969 2.975
S 3.591 0.368 3.660
O 3.791 0.423 5.082
O 2.277 0.582 3.046
C 4.694 1.618 3.032
H 5.252 1.028 1.036
H 6.569 1.471 2.146
H 6.336 -0.688 3.709
H 6.132 -1.124 1.985
H 4.435 -1.982 3.553
H 3.991 -1.218 2.061
H 5.174 2.165 4.027
H 4.066 2.296 2.557
*
```


The lowest F_max belongs to which entry? C35H70Br6O13


Look up the F_max of the second one. 0.183 hartree/bohr


What is the formula in the second record? C35H70F21N5O15P